{
  "formula": "C11H22BrN4O3S",
  "method": "wB97M-V/def2-TZVPD",
  "e_homo_ev": -12.5,
  "total_charge": 1,
  "fmax_ev_per_a": 8.8,
  "homo_lumo_gap_ev": 7.6122,
  "symbols": ["C", "C", "C", "N", "C", "N", "N", "O", "C", "Br", "S", "C", "C", "O", "C", "N", "C", "C", "C", "O", "H", "H", "H", "H", "H", "H", "H", "H", "H", "H", "H", "H", "H", "H", "H", "H", "H", "H", "H", "H", "H", "H"],
  "positions_angstrom": [[-3.13132, 3.03391, 2.24037], [-1.80035, 3.41916, 1.31324], [-0.67629, 2.23139, 1.55997], [-0.28401, 1.47275, 0.31550], [-0.31369, -0.02719, 0.48910], [0.66011, -0.24479, 1.62425], [-1.65053, -0.70423, 0.85863], [-2.30004, -0.68166, 2.06684], [-2.37852, -1.51908, -0.01851], [-4.09304, -2.51500, 0.23930], [-1.43088, -1.57785, -1.62938], [0.14583, -0.72828, -0.95825], [0.43818, 0.31301, -2.23552], [0.19209, -0.53040, -3.45274], [1.31573, -0.42893, -4.39549], [1.10405, -1.88301, -0.94616], [0.70197, -3.02531, -0.05769], [2.55297, -1.49665, -0.84233], [3.45332, -1.50200, 0.56753], [3.27723, -1.15764, -1.94572], [-3.81441, 2.21794, 1.75380], [-2.81772, 2.62800, 3.31094], [-3.82004, 3.97074, 2.44751], [-1.36764, 4.41831, 1.80174], [-2.08378, 3.57551, 0.18883], [-1.06102, 1.57837, 2.45002], [0.29818, 2.78999, 1.96522], [0.70718, 1.80068, 0.10717], [0.21406, -0.21166, 2.56580], [1.46867, 0.41418, 1.60628], [-2.25273, -1.65752, 2.36719], [-0.35049, 1.18088, -2.30326], [1.51705, 0.76439, -2.20002], [1.97869, -1.41421, -4.32340], [1.93607, 0.56087, -4.32930], [0.83389, -0.47221, -5.48696], [0.09983, -2.74536, 0.90418], [0.06851, -3.84371, -0.65315], [1.66163, -3.62382, 0.32550], [3.58128, -0.39142, 0.98487], [2.89062, -2.09585, 1.40423], [4.52935, -1.89232, 0.31986]],
  "forces_ev_per_a": [[-0.4, 0.3, 0.2], [-0.4, -0.2, 1.6], [0.2, 1.9, 1.1], [-0.9, -0.1, 0.2], [3.0, 1.5, 0.8], [-0.7, -1.4, 0.1], [-3.2, -2.5, -2.7], [1.1, -1.3, 1.8], [3.8, 1.9, -2.1], [2.8, 1.8, -0.1], [-1.7, 0.2, 2.5], [-0.6, -0.2, -1.0], [-0.5, -0.1, -0.4], [2.1, 2.0, 1.5], [0.2, -1.3, -2.2], [1.1, 1.5, 1.6], [0.1, -2.3, 0.9], [4.9, 1.6, -4.3], [-0.8, 0.3, -0.1], [-5.3, -1.9, 6.7], [1.4, 1.5, 0.8], [-0.5, 0.9, -2.3], [1.5, -1.9, -0.6], [-0.9, -2.1, -1.4], [0.7, -0.4, 2.2], [0.7, 1.0, -1.9], [-2.1, -1.3, -0.7], [-1.8, -1.2, 0.0], [0.4, 0.0, -1.2], [-1.4, -0.7, -0.2], [-0.1, 2.1, -0.1], [1.5, -1.8, 0.7], [-2.0, -1.1, 0.0], [-1.2, 2.4, 0.1], [-1.2, -2.0, 0.2], [0.9, 0.3, 2.4], [1.2, -0.2, -1.8], [1.4, 2.0, 1.1], [-2.1, 1.5, -1.0], [-0.4, -2.3, -1.2], [1.3, 1.0, -1.6], [-2.3, 0.6, 0.4]],
  "mulliken_charge": [-0.930, -0.369, -0.258, -0.327, -0.897, -0.199, 0.780, -0.408, 0.192, 0.100, -0.068, 0.147, -0.562, -0.387, -0.569, 0.171, -0.742, 0.447, -0.929, -0.521, 0.201, 0.266, 0.329, 0.274, 0.279, 0.138, 0.275, 0.356, 0.304, 0.316, 0.388, 0.285, 0.427, 0.229, 0.270, 0.244, 0.176, 0.288, 0.411, 0.222, 0.321, 0.331]
}

=====

{
  "formula": "C31H47BrCuN2P2",
  "method": "wB97M-V/def2-TZVPD",
  "e_homo_ev": [-12.8, -12.8],
  "e_above_lowest_kcal_mol": 0.00,
  "total_charge": 2,
  "s2": 0.755,
  "spin_multiplicity": 2,
  "fmax_ev_per_a": 2.9,
  "homo_lumo_gap_ev": [6.9624, 3.9253],
  "symbols": ["N", "C", "C", "C", "C", "C", "C", "Cu", "P", "C", "C", "C", "C", "C", "C", "C", "Br", "H", "H", "H", "H", "H", "H", "H", "H", "H", "H", "P", "C", "C", "H", "H", "H", "H", "H", "C", "C", "H", "H", "H", "H", "H", "C", "C", "H", "H", "H", "H", "H", "C", "C", "H", "H", "H", "H", "H", "C", "C", "H", "H", "H", "H", "H", "C", "C", "H", "H", "H", "H", "H", "C", "C", "C", "C", "N", "C", "C", "H", "H", "H", "H", "H", "H", "H"],
  "positions_angstrom": [[-4.86805, -1.27363, 3.32476], [-3.92889, -0.44714, 3.79833], [-3.53441, 0.71701, 3.12633], [-4.05641, 0.97282, 1.82572], [-5.08246, 0.11548, 1.37424], [-5.43890, -0.99706, 2.14840], [-3.45815, 1.95120, 0.94083], [0.93082, -0.03948, -0.52360], [2.78660, 0.36477, -1.61891], [-3.71022, 2.04095, -0.40883], [-2.68094, 2.52337, -1.31390], [-2.61636, 2.10697, -2.67052], [-1.43602, 2.26963, -3.39778], [-0.37095, 2.96048, -2.80632], [-0.47660, 3.54301, -1.54567], [-1.62294, 3.30782, -0.79306], [1.20996, 3.36895, -3.84406], [-2.77522, 2.64736, 1.43616], [-4.63818, 1.66837, -0.86355], [-2.79942, 1.37048, 3.59077], [-5.57951, 0.28288, 0.41693], [-3.48549, -0.71405, 4.76154], [-6.22637, -1.66943, 1.79386], [-3.48059, 1.63990, -3.15251], [-1.68140, 3.74090, 0.20845], [-1.32849, 1.89818, -4.41530], [0.33089, 4.16373, -1.16680], [-0.08555, -1.95623, -0.84036], [3.22478, 2.04873, -0.98979], [4.13286, 2.92688, -1.84167], [3.68230, 1.86240, -0.00269], [2.26692, 2.55986, -0.79669], [4.29880, 3.86553, -1.29225], [5.11199, 2.47120, -2.03524], [3.65194, 3.19016, -2.79075], [2.38170, 0.34238, -3.40328], [3.52202, 0.51278, -4.38914], [1.64318, 1.15043, -3.54744], [1.83268, -0.59072, -3.59595], [3.09633, 0.67173, -5.38528], [4.16724, 1.36992, -4.16527], [4.14364, -0.38788, -4.44479], [4.31546, -0.64423, -1.46331], [5.66652, 0.03260, -1.68719], [4.20381, -1.48840, -2.16305], [4.27598, -1.06272, -0.44578], [6.45050, -0.73064, -1.69074], [5.72353, 0.55367, -2.65194], [5.91192, 0.74010, -0.88783], [0.65067, -3.52544, -0.17181], [2.17097, -3.61799, -0.27343], [0.19386, -4.34901, -0.74451], [0.32224, -3.64619, 0.87052], [2.49929, -4.59872, 0.09537], [2.52406, -3.51710, -1.31016], [2.67180, -2.85387, 0.33565], [-0.22705, -2.46162, -2.60371], [-1.26412, -1.69800, -3.42365], [-0.44206, -3.53998, -2.60224], [0.78474, -2.32951, -3.01081], [-1.17040, -1.97285, -4.47968], [-2.28291, -1.95141, -3.10955], [-1.13832, -0.61241, -3.34963], [-1.84812, -1.96650, -0.28442], [-2.08978, -2.46864, 1.13337], [-2.42395, -2.56035, -1.01009], [-2.18428, -0.91982, -0.37498], [-3.16646, -2.49359, 1.33405], [-1.70253, -3.48353, 1.28310], [-1.63996, -1.80045, 1.88083], [1.14156, 0.84620, 5.69314], [1.11586, 0.63006, 4.20621], [1.03066, 1.69709, 3.30610], [0.83350, 1.46556, 1.94631], [0.85096, 0.21431, 1.44751], [0.92904, -0.83599, 2.29936], [1.12809, -0.65123, 3.66293], [2.09155, 1.29587, 6.00691], [0.33000, 1.51788, 6.00438], [1.02220, -0.09470, 6.24137], [1.08170, 2.73190, 3.62230], [0.64587, 2.28789, 1.24761], [0.81266, -1.84210, 1.88331], [1.24830, -1.53468, 4.28097]],
  "forces_ev_per_a": [[0.3, -0.2, -0.1], [-0.5, 0.4, -0.5], [-0.2, -0.4, -0.8], [-0.9, -0.9, 1.0], [0.3, -0.4, 0.4], [0.1, 0.8, -0.1], [-0.7, 0.7, -1.3], [0.1, 0.3, 1.3], [1.2, 0.1, -1.7], [-0.2, -0.1, 1.5], [0.8, 0.9, -0.5], [0.1, 0.0, 0.7], [0.4, 0.4, 0.3], [0.0, 0.2, -0.6], [-0.2, -0.3, 0.1], [0.2, -0.2, -0.5], [-0.9, 0.5, 0.1], [0.4, -0.6, -0.4], [0.7, -0.4, 0.3], [0.0, 0.0, -0.2], [0.2, -0.1, 0.3], [-0.2, 0.1, -0.3], [0.3, 0.1, 0.2], [0.3, 0.0, 0.3], [-0.1, -0.2, -0.4], [-0.2, 0.1, 0.2], [-0.2, 0.0, 0.0], [-1.1, -2.4, -1.2], [-0.4, -0.3, 0.3], [0.2, 0.4, -0.2], [-0.2, 0.0, -0.2], [0.3, 0.0, -0.1], [0.0, -0.3, -0.2], [-0.4, 0.2, 0.1], [0.3, -0.1, 0.3], [-0.6, 0.3, 0.2], [0.3, -0.1, -0.3], [0.3, -0.6, 0.1], [0.2, 0.1, 0.1], [0.1, 0.0, 0.1], [-0.2, -0.2, 0.0], [0.0, 0.2, 0.0], [-0.4, -0.7, 0.5], [0.2, 0.3, -0.2], [-0.1, 0.2, 0.2], [0.2, -0.1, -0.3], [-0.2, 0.0, 0.1], [0.0, -0.2, 0.3], [-0.1, -0.1, -0.2], [0.1, 0.3, 0.4], [0.3, -0.1, 0.0], [0.0, 0.4, 0.2], [0.2, 0.0, -0.3], [0.0, 0.3, -0.1], [-0.1, 0.0, 0.3], [-0.1, -0.1, -0.1], [0.3, 0.3, 0.0], [0.0, 0.0, -0.2], [0.0, 0.3, 0.0], [-0.2, -0.2, -0.1], [0.0, 0.1, 0.2], [0.2, 0.1, -0.1], [0.0, -0.1, 0.0], [0.0, 0.6, 0.1], [0.0, 0.0, 0.3], [0.3, 0.1, 0.1], [-0.1, -0.3, 0.0], [0.2, 0.0, 0.0], [-0.2, 0.2, 0.0], [-0.1, -0.2, -0.1], [0.1, 0.0, 0.2], [0.1, 0.2, 0.1], [-0.3, 0.2, -0.7], [0.5, -0.3, 0.8], [-1.1, -0.1, 0.2], [0.5, 0.6, 0.2], [-0.4, -0.5, -0.6], [-0.2, 0.0, -0.1], [0.3, -0.1, -0.2], [0.1, 0.2, -0.2], [-0.2, -0.1, 0.3], [0.3, -0.3, 0.2], [0.3, 0.5, 0.1], [-0.2, 0.2, 0.1]],
  "mulliken_spin": [0.000, 0.000, 0.000, -0.001, 0.000, 0.000, 0.001, 0.546, 0.115, -0.001, 0.000, 0.000, 0.000, -0.004, -0.001, 0.001, 0.000, 0.000, 0.000, 0.000, 0.000, 0.000, 0.000, 0.000, 0.000, 0.000, 0.003, 0.157, 0.078, 0.025, 0.011, -0.028, -0.001, 0.001, 0.000, -0.016, 0.006, 0.003, 0.004, 0.000, -0.001, 0.000, 0.009, 0.008, -0.001, 0.000, 0.001, -0.001, -0.001, 0.027, -0.011, 0.002, 0.003, -0.001, 0.002, 0.001, -0.005, -0.002, 0.004, 0.004, 0.000, 0.001, -0.001, 0.044, 0.001, 0.013, -0.011, 0.004, 0.000, -0.001, 0.000, 0.006, 0.004, 0.025, -0.024, -0.003, -0.001, 0.001, 0.001, 0.000, -0.001, 0.001, -0.003, 0.000]
}

=====

{
  "formula": "C5H8",
  "method": "wB97M-V/def2-TZVPD",
  "e_homo_ev": -9.1,
  "e_above_lowest_kcal_mol": 57.32,
  "smiles": "CC1=CCC1",
  "fmax_ev_per_a": 4.2,
  "homo_lumo_gap_ev": 10.3190,
  "symbols": ["C", "C", "C", "C", "C", "H", "H", "H", "H", "H", "H", "H", "H"],
  "positions_angstrom": [[1.50135, 0.11356, -1.08647], [0.29375, -0.16774, -0.19553], [-0.76807, -0.91802, -0.41688], [-1.71311, -0.33242, 0.69036], [-0.24206, 0.75653, 0.97437], [2.31901, -0.52907, -0.82439], [1.85676, 1.17686, -0.71391], [1.42969, -0.06172, -2.16195], [-0.89734, -1.83054, -1.11033], [-2.44093, 0.38806, 0.23238], [-2.10689, -0.88388, 1.53228], [0.16982, 0.68734, 1.93422], [-0.29492, 1.91434, 0.72130]],
  "forces_ev_per_a": [[0.6, 1.6, 2.2], [0.3, 2.0, -0.5], [-1.4, -1.9, 1.0], [2.5, 3.0, -1.5], [-2.2, -0.7, -3.4], [0.6, -0.4, 0.5], [-0.6, -1.9, -1.5], [-0.6, 0.6, 0.1], [0.0, 1.8, 1.1], [0.3, -0.9, 0.6], [0.1, -0.2, 0.0], [0.7, -0.6, 1.3], [-0.3, -2.4, 0.2]],
  "mulliken_charge": [-1.037, 0.510, -0.422, -0.493, -0.752, 0.276, 0.242, 0.313, 0.301, 0.192, 0.340, 0.281, 0.250]
}